# C30H18IrN9S

A molecular structure, C30H18IrN9S at a distorted geometry (ωB97M-V/def2-TZVPD, OMol25).

Geometry (Å):
1 Ir -0.938 -0.460 -0.106
2 C -1.677 2.402 -3.361
3 C -1.895 3.625 -2.738
4 C -1.980 3.643 -1.366
5 C -1.780 2.461 -0.612
6 N -1.527 1.262 -1.245
7 C -1.533 1.265 -2.580
8 N -1.848 2.614 0.708
9 C -1.674 1.788 1.695
10 N -1.374 0.444 1.561
11 C -1.203 -0.065 2.831
12 N -0.858 -1.293 3.103
13 C -0.541 -2.322 2.329
14 C -0.189 -3.509 3.022
15 C 0.166 -4.646 2.335
16 C 0.141 -4.603 0.948
17 C -0.219 -3.419 0.316
18 N -0.530 -2.285 0.947
19 C -1.430 0.960 3.810
20 C -1.384 0.961 5.199
21 C -1.668 2.152 5.842
22 C -1.963 3.325 5.124
23 C -1.979 3.342 3.740
24 C -1.726 2.143 3.086
25 H -1.628 2.318 -4.436
26 H -2.014 4.530 -3.317
27 H -2.195 4.542 -0.808
28 H -1.422 0.317 -3.084
29 H -0.215 -3.466 4.101
30 H 0.448 -5.550 2.858
31 H 0.395 -5.468 0.353
32 H -0.246 -3.416 -0.762
33 H -1.130 0.063 5.745
34 H -1.649 2.197 6.922
35 H -2.162 4.234 5.674
36 H -2.174 4.247 3.183
37 S 5.010 -0.868 -4.741
38 N 3.568 -1.562 -4.788
39 C 2.887 -1.196 -3.718
40 C 1.539 -1.569 -3.392
41 C 0.744 -2.399 -4.192
42 C -0.553 -2.665 -3.800
43 C -1.021 -2.102 -2.617
44 N -0.267 -1.320 -1.841
45 C 0.999 -1.046 -2.207
46 C 1.762 -0.174 -1.346
47 N 1.177 0.278 -0.212
48 C 1.816 1.106 0.597
49 C 3.106 1.554 0.322
50 C 3.740 1.103 -0.815
51 C 3.071 0.216 -1.670
52 C 3.636 -0.316 -2.879
53 N 4.838 -0.069 -3.365
54 H 1.159 -2.806 -5.105
55 H -1.203 -3.294 -4.391
56 H -2.039 -2.285 -2.287
57 H 1.298 1.422 1.494
58 H 3.588 2.239 1.004
59 H 4.745 1.418 -1.068

Expectation value of S²: 0.90
Spin multiplicity: 2
F_max: 0.067 Eh/bohr
Total charge: +3
E: -58462.773 eV
Orbital gap (alpha / beta): 6.001 / 4.262 eV

Atom charges from the natural (NBO) analysis, given in e for atoms 1 to 4:
1. Ir 1.26
2. C -0.19
3. C -0.12
4. C -0.13

***

# C30H19BF16N5O8Y

A molecular structure, C30H19BF16N5O8Y at a distorted geometry (ωB97M-V/def2-TZVPD, OMol25).

Geometry (Å):
1 Y 0.006 -0.191 -0.115
2 C -2.407 -2.652 6.604
3 C -2.021 -1.833 5.401
4 C -2.150 -0.453 5.370
5 C -1.793 0.273 4.253
6 C -1.256 -0.310 3.077
7 N -0.877 0.454 2.001
8 C -0.755 1.835 2.190
9 C 0.025 2.326 3.254
10 C 0.250 3.667 3.466
11 C -0.299 4.617 2.612
12 C -0.046 6.090 2.799
13 C -1.051 4.153 1.545
14 C -1.280 2.798 1.294
15 C -2.033 2.343 0.022
16 O -1.384 1.355 -0.639
17 C -2.164 3.487 -1.043
18 F -2.672 3.024 -2.188
19 F -2.945 4.542 -0.694
20 F -0.951 3.999 -1.340
21 C -3.482 1.929 0.424
22 F -4.221 1.551 -0.635
23 F -3.499 0.920 1.291
24 F -4.151 2.952 1.014
25 C -1.239 -1.743 3.075
26 C -1.593 -2.436 4.227
27 C -0.992 -2.519 1.772
28 O -0.022 -2.011 0.982
29 C -2.342 -2.515 0.952
30 F -3.448 -2.491 1.709
31 F -2.471 -3.565 0.123
32 F -2.378 -1.412 0.168
33 C -0.599 -4.009 2.002
34 F -0.178 -4.585 0.870
35 F -1.608 -4.793 2.464
36 F 0.413 -4.113 2.880
37 H -2.454 -2.032 7.502
38 H -1.690 -3.454 6.796
39 H -3.389 -3.122 6.482
40 H -2.546 0.079 6.232
41 H -1.944 1.343 4.275
42 H 0.472 1.599 3.921
43 H 0.871 3.980 4.301
44 H 0.143 6.327 3.848
45 H -0.901 6.685 2.470
46 H 0.824 6.427 2.227
47 H -1.470 4.896 0.882
48 H -1.560 -3.516 4.220
49 O 0.072 -2.683 -3.773
50 C 0.339 -2.316 -2.637
51 O -0.185 -1.345 -1.996
52 C 1.379 -3.136 -1.862
53 C 2.088 -2.636 -0.779
54 C 2.948 -3.457 -0.076
55 C 3.154 -4.780 -0.405
56 C 2.445 -5.248 -1.496
57 C 1.574 -4.459 -2.229
58 N 2.626 -6.658 -1.881
59 O 2.064 -7.055 -2.883
60 O 3.435 -7.321 -1.253
61 N 3.644 -2.905 1.100
62 O 4.551 -3.570 1.578
63 O 3.319 -1.808 1.493
64 H 2.051 -1.602 -0.487
65 H 3.823 -5.406 0.160
66 H 1.039 -4.851 -3.081
67 N 2.876 3.259 -0.171
68 C 3.434 2.726 0.970
69 C 2.672 1.645 1.276
70 N 1.674 1.511 0.339
71 C 1.837 2.487 -0.524
72 H 3.261 3.984 -0.746
73 H 4.311 3.142 1.433
74 H 2.781 0.947 2.090
75 H 1.245 2.650 -1.409
76 F 2.197 0.136 -2.062
77 B 3.628 0.207 -2.162
78 F 4.167 -0.225 -0.930
79 F 3.992 1.554 -2.404
80 F 4.068 -0.606 -3.205

Spin multiplicity: 1
F_max: 0.021 Eh/bohr
Total charge: -2
E: -100461.102 eV
Orbital gap: 5.890 eV

Atom charges from the Löwdin analysis, given in e for atoms 1 to 4:
1. Y 1.59
2. C -0.08
3. C -0.30
4. C -0.07

***

# C30H19BrF4InN2O4PS2

A molecular structure, C30H19BrF4InN2O4PS2 at a distorted geometry (ωB97M-V/def2-TZVPD, OMol25).

Geometry (Å):
1 In 2.007 -1.622 -0.254
2 F -3.779 6.320 -1.906
3 C -2.975 5.344 -1.497
4 C -2.794 5.181 -0.149
5 F -3.316 6.012 0.764
6 C -2.034 4.078 0.267
7 F -1.933 4.056 1.597
8 C -1.495 3.141 -0.600
9 P -0.585 1.720 0.068
10 C -1.834 0.937 1.168
11 C -2.473 -0.140 0.569
12 C -3.410 -0.892 1.219
13 C -3.750 -0.532 2.511
14 C -3.202 0.537 3.141
15 C -2.261 1.319 2.464
16 C 0.734 2.534 1.044
17 C 1.127 3.884 0.879
18 C 2.329 4.288 1.462
19 C 3.197 3.364 2.029
20 C 2.799 2.075 2.219
21 C 1.556 1.693 1.774
22 C -1.592 3.489 -1.944
23 Br -0.770 2.558 -3.365
24 C -2.398 4.500 -2.431
25 F -2.642 4.654 -3.700
26 H -2.124 -0.472 -0.408
27 H -3.908 -1.683 0.717
28 H -4.541 -1.133 2.972
29 H -3.562 0.846 4.124
30 H -1.893 2.223 2.889
31 H 0.524 4.584 0.329
32 H 2.694 5.307 1.371
33 H 4.137 3.737 2.435
34 H 3.402 1.398 2.815
35 H 1.249 0.691 1.973
36 O 3.161 -3.174 0.697
37 N 3.056 -2.848 2.009
38 C 4.263 -2.924 2.660
39 C 4.316 -2.477 3.945
40 C 3.132 -1.947 4.461
41 C 1.930 -2.021 3.871
42 C 1.837 -2.543 2.599
43 S 0.443 -2.728 1.602
44 H 4.951 -3.265 1.934
45 H 5.203 -2.440 4.592
46 H 3.243 -1.563 5.459
47 H 1.038 -1.694 4.359
48 O 1.792 -1.123 -2.998
49 C 1.148 -2.157 -2.921
50 N 1.147 -2.922 -1.757
51 S 0.036 -4.237 -1.834
52 O 0.718 -5.489 -1.766
53 O -1.161 -3.970 -1.066
54 C -0.398 -3.926 -3.590
55 C -1.265 -4.611 -4.464
56 C -1.559 -4.084 -5.739
57 C -0.940 -2.904 -6.151
58 C -0.062 -2.273 -5.300
59 C 0.257 -2.785 -4.024
60 H -1.671 -5.568 -4.170
61 H -2.294 -4.548 -6.342
62 H -1.196 -2.486 -7.121
63 H 0.347 -1.299 -5.576
64 H 2.045 0.010 0.084

Spin multiplicity: 1
F_max: 0.049 Eh/bohr
E: -159630.531 eV
Orbital gap: 8.176 eV

Atom charges from the Löwdin analysis, given in e for atoms 1 to 4:
1. In 0.82
2. F 0.13
3. C -0.14
4. C -0.12

***

# C30H19BrN5OS2Sn

A molecular structure, C30H19BrN5OS2Sn (ωB97M-V/def2-TZVPD, OMol25).

Geometry (Å):
1 Sn -2.181 -1.083 0.049
2 O -1.630 1.657 1.131
3 N -2.455 2.043 2.026
4 C -2.110 1.972 3.336
5 C -2.981 2.332 4.335
6 C -4.243 2.809 4.015
7 C -4.580 2.908 2.680
8 C -3.690 2.518 1.696
9 S -4.178 2.499 0.007
10 H -1.119 1.576 3.491
11 H -2.660 2.224 5.362
12 H -4.947 3.090 4.786
13 H -5.547 3.275 2.367
14 N 7.030 -6.290 -0.560
15 C 6.064 -5.673 -0.469
16 C 4.860 -4.897 -0.356
17 C 3.621 -5.488 -0.604
18 C 2.464 -4.737 -0.490
19 C 2.537 -3.393 -0.135
20 C 3.775 -2.805 0.103
21 C 4.937 -3.551 0.000
22 C 1.289 -2.583 -0.024
23 C 0.492 -2.811 1.104
24 C 0.851 -3.654 2.190
25 C -0.155 -3.561 3.127
26 C -1.105 -2.672 2.590
27 N -0.734 -2.215 1.396
28 C 1.061 -1.659 -1.037
29 C 1.884 -1.351 -2.160
30 C 1.254 -0.334 -2.838
31 C 0.055 -0.074 -2.125
32 N -0.060 -0.852 -1.066
33 H 3.571 -6.531 -0.887
34 H 1.493 -5.174 -0.690
35 H 3.821 -1.759 0.377
36 H 5.901 -3.101 0.192
37 H 1.756 -4.237 2.254
38 H -0.222 -4.063 4.079
39 H -2.050 -2.365 3.020
40 H 2.817 -1.831 -2.413
41 H 1.584 0.162 -3.738
42 H -0.714 0.654 -2.359
43 Br -4.091 -1.016 2.252
44 S -0.809 -5.149 -1.981
45 C -1.740 -4.027 -1.272
46 N -2.428 -3.215 -0.773
47 C -3.000 3.490 -0.690
48 C -2.207 4.210 -1.242
49 C -1.240 5.002 -1.939
50 C -0.823 6.234 -1.432
51 C 0.124 6.985 -2.110
52 C 0.660 6.522 -3.303
53 C 0.246 5.300 -3.817
54 C -0.694 4.540 -3.140
55 H -1.248 6.592 -0.503
56 H 0.445 7.936 -1.704
57 H 1.401 7.110 -3.830
58 H 0.663 4.931 -4.746
59 H -1.013 3.583 -3.531

Spin multiplicity: 1
F_max: 0.006 Eh/bohr
Total charge: -1
E: -138461.427 eV
Orbital gap: 6.513 eV

Atom charges from the natural (NBO) analysis, given in e for atoms 1 to 4:
1. Sn 1.30
2. O -0.54
3. N 0.10
4. C 0.00

***

# C30H19Cl5CsN3OP

A molecular structure, C30H19Cl5CsN3OP (ωB97M-V/def2-TZVPD, OMol25).

Geometry (Å):
1 Cs 0.212 -0.471 0.029
2 N -1.349 0.197 -2.460
3 P -2.627 1.262 -2.265
4 C -4.043 0.350 -3.018
5 C -5.351 0.748 -2.747
6 C -6.427 0.102 -3.338
7 C -6.207 -0.945 -4.225
8 C -4.909 -1.339 -4.513
9 C -3.833 -0.695 -3.912
10 C -2.969 0.865 -0.492
11 C -2.551 1.773 0.476
12 C -2.594 1.446 1.829
13 C -3.069 0.206 2.224
14 C -3.508 -0.705 1.266
15 C -3.457 -0.378 -0.081
16 C -0.332 0.442 -3.304
17 C -0.333 1.424 -4.336
18 C 0.761 1.562 -5.152
19 C 1.872 0.734 -4.977
20 C 1.806 -0.192 -3.956
21 N 0.765 -0.352 -3.139
22 H -1.582 -1.969 -2.200
23 H -5.528 1.567 -2.057
24 H -7.438 0.417 -3.110
25 H -7.046 -1.449 -4.690
26 H -4.729 -2.153 -5.205
27 H -2.817 -1.004 -4.126
28 H -2.157 2.735 0.167
29 H -2.234 2.151 2.568
30 H -3.096 -0.053 3.275
31 H -3.890 -1.672 1.574
32 H -3.796 -1.090 -0.826
33 H -1.204 2.056 -4.459
34 H 0.755 2.312 -5.935
35 H 2.751 0.810 -5.602
36 H 2.646 -0.857 -3.771
37 Cl -0.423 7.473 2.305
38 C -0.084 5.786 2.124
39 C 0.156 5.239 0.862
40 Cl 0.109 6.261 -0.533
41 C 0.425 3.892 0.716
42 Cl 0.713 3.197 -0.844
43 C 0.475 2.983 1.822
44 O 0.709 1.758 1.675
45 C 0.212 3.589 3.088
46 Cl 0.230 2.533 4.461
47 C -0.053 4.940 3.231
48 Cl -0.357 5.594 4.805
49 N -0.983 -8.391 -2.059
50 C -1.086 -7.246 -2.072
51 C -1.215 -5.815 -2.091
52 C -2.069 -5.181 -1.190
53 C -2.195 -3.801 -1.223
54 C -1.491 -3.054 -2.155
55 C -0.621 -3.689 -3.036
56 C -0.484 -5.065 -3.013
57 H -2.622 -5.778 -0.477
58 H -2.863 -3.311 -0.526
59 H -0.056 -3.081 -3.732
60 H 0.181 -5.576 -3.696

Spin multiplicity: 1
F_max: 0.005 Eh/bohr
Total charge: -1
E: -110389.227 eV
Orbital gap: 6.499 eV

Atom charges from the Löwdin analysis, given in e for atoms 1 to 4:
1. Cs 1.01
2. N -0.31
3. P 0.95
4. C -0.38

***

# C30H19F5N4O4S2Sn

A molecular structure, C30H19F5N4O4S2Sn (ωB97M-V/def2-TZVPD, OMol25).

Geometry (Å):
1 Sn -1.304 1.027 0.550
2 O -2.621 -2.037 -1.377
3 C -3.862 -1.827 -0.876
4 C -4.561 -2.697 -0.053
5 C -5.797 -2.255 0.363
6 C -6.315 -1.005 -0.028
7 C -5.609 -0.161 -0.849
8 C -4.351 -0.592 -1.286
9 C -3.300 -0.042 -2.069
10 N -2.319 -0.894 -2.098
11 N -1.138 -0.879 -2.747
12 C -0.131 -0.748 -1.872
13 O -0.277 -0.601 -0.629
14 C 1.235 -0.853 -2.432
15 C 2.314 -0.803 -1.559
16 C 3.608 -0.870 -2.056
17 C 3.821 -0.982 -3.420
18 C 2.740 -1.040 -4.295
19 C 1.448 -0.981 -3.804
20 H -4.144 -3.646 0.252
21 H -6.383 -2.880 1.024
22 H -7.287 -0.707 0.341
23 H -6.001 0.804 -1.138
24 H -3.181 0.904 -2.570
25 H 2.132 -0.700 -0.497
26 H 4.448 -0.817 -1.375
27 H 4.832 -1.020 -3.807
28 H 2.910 -1.138 -5.360
29 H 0.597 -1.029 -4.471
30 O 1.115 2.294 -3.191
31 C 2.345 2.433 -2.631
32 C 3.458 2.634 -3.448
33 C 4.722 2.768 -2.910
34 C 4.897 2.710 -1.533
35 C 3.796 2.510 -0.722
36 C 2.509 2.362 -1.241
37 C 1.381 2.073 -0.309
38 O 0.176 2.098 -0.731
39 N 1.725 1.780 0.929
40 N 0.609 1.525 1.711
41 C 0.843 1.508 2.968
42 S -0.399 1.181 4.162
43 C 0.537 1.984 5.492
44 C 1.988 1.583 5.317
45 S 2.442 1.862 3.583
46 H 1.222 2.266 -4.148
47 H 3.315 2.677 -4.523
48 H 5.569 2.921 -3.566
49 H 5.881 2.822 -1.097
50 H 3.909 2.452 0.352
51 H 0.124 1.626 6.435
52 H 0.415 3.065 5.431
53 H 2.138 0.535 5.573
54 H 2.647 2.198 5.930
55 F -3.732 -0.415 2.118
56 C -2.671 -1.232 2.367
57 C -1.413 -0.862 1.946
58 C -0.414 -1.764 2.242
59 F 0.863 -1.489 1.903
60 C -0.633 -2.960 2.902
61 F 0.371 -3.805 3.174
62 C -1.919 -3.287 3.299
63 F -2.158 -4.439 3.934
64 C -2.956 -2.412 3.030
65 F -4.210 -2.731 3.392

Spin multiplicity: 1
F_max: 0.004 Eh/bohr
E: -86655.256 eV
Orbital gap: 6.965 eV

Atom charges from the natural (NBO) analysis, given in e for atoms 1 to 4:
1. Sn 1.20
2. O -0.24
3. C 0.29
4. C -0.24

***

# C30H20BrN6OV

A molecular structure, C30H20BrN6OV (ωB97M-V/def2-TZVPD, OMol25).

Geometry (Å):
1 V -0.306 -1.330 -0.430
2 C 3.017 0.040 2.123
3 C 4.057 -0.711 1.594
4 C 3.775 -1.743 0.707
5 C 2.452 -1.995 0.393
6 N 1.448 -1.208 0.836
7 C 1.729 -0.215 1.688
8 C 1.978 -3.213 -0.298
9 C 2.702 -4.383 -0.443
10 C 2.023 -5.525 -0.851
11 C 0.647 -5.502 -1.006
12 C -0.018 -4.300 -0.814
13 N 0.663 -3.185 -0.537
14 C -1.479 -4.112 -0.736
15 C -2.404 -5.096 -1.021
16 C -3.751 -4.826 -0.817
17 C -4.126 -3.580 -0.346
18 C -3.142 -2.631 -0.120
19 N -1.846 -2.889 -0.295
20 H 3.189 0.831 2.839
21 H 5.080 -0.507 1.880
22 H 4.567 -2.355 0.302
23 H 0.898 0.399 2.018
24 H 3.758 -4.422 -0.221
25 H 2.564 -6.453 -0.983
26 H 0.107 -6.410 -1.230
27 H -2.089 -6.060 -1.393
28 H -4.496 -5.581 -1.028
29 H -5.161 -3.330 -0.169
30 H -3.394 -1.628 0.196
31 Br 0.817 2.930 4.402
32 C 0.146 3.847 2.886
33 C 0.888 4.869 2.314
34 C 0.395 5.506 1.187
35 C -0.798 5.080 0.613
36 C -1.577 4.115 1.242
37 C -1.102 3.499 2.388
38 N -1.174 5.721 -0.601
39 N -1.533 5.067 -1.585
40 C -1.565 3.628 -1.541
41 C -2.758 2.990 -1.750
42 C -2.875 1.582 -1.680
43 C -1.752 0.868 -1.379
44 O -1.656 -0.479 -1.290
45 C -0.504 1.499 -1.231
46 N 0.522 0.648 -0.978
47 C 1.742 1.162 -0.953
48 C 1.995 2.523 -1.153
49 C 0.949 3.392 -1.342
50 C -0.364 2.885 -1.368
51 H 1.828 5.176 2.752
52 H 0.937 6.324 0.731
53 H -2.548 3.843 0.851
54 H -1.704 2.761 2.900
55 H -3.637 3.589 -1.948
56 H -3.824 1.097 -1.857
57 H 2.566 0.477 -0.795
58 H 3.018 2.870 -1.154
59 H 1.130 4.447 -1.500

Expectation value of S²: 2.03
Spin multiplicity: 3
F_max: 0.016 Eh/bohr
Total charge: +2
E: -138140.042 eV
Orbital gap (alpha / beta): 5.505 / 5.849 eV

Atom charges from the natural (NBO) analysis, given in e for atoms 1 to 4:
1. V 1.57
2. C -0.22
3. C -0.10
4. C -0.21

***

F_max of number 1 (C30H18IrN9S)?
0.067 Eh/bohr